Below is C26H32HfN5O3 as an isolated structure, with properties calculated with ωB97M-V/def2-TZVPD.

XYZ file:
```
67
Properties=species:S:1:pos:R:3:forces:R:3
Hf 0.101141 -0.349149 -0.002320 -0.4 -0.4 0.3
C -2.279853 1.528557 -1.670860 -0.1 -0.1 0.0
O -1.542776 1.251976 -0.439803 0.3 -0.2 0.0
C -1.488174 2.407428 0.443520 0.1 0.1 -0.1
C -0.094398 2.968596 0.303103 -0.1 -0.1 0.0
O 0.821742 1.875558 0.595689 0.2 0.0 -0.1
C 1.471741 1.971705 1.892525 -0.1 -0.1 0.1
C 1.396959 0.579925 2.483368 0.2 -0.1 -0.1
O 0.079198 0.066491 2.185686 -0.1 -0.1 -0.1
C -0.893163 0.028098 3.267578 0.0 0.0 0.1
H -2.033089 2.528332 -2.023703 0.0 0.0 0.0
H -1.974155 0.801639 -2.414734 0.0 0.0 0.0
H -3.345519 1.442429 -1.470213 0.0 0.0 0.0
H -2.264853 3.117239 0.162793 0.0 0.0 0.0
H -1.690034 2.054470 1.454608 0.0 0.0 0.0
H 0.107965 3.303751 -0.714666 0.0 0.0 0.0
H 0.090268 3.802505 0.977718 0.0 0.0 0.0
H 2.500285 2.306219 1.761429 0.0 0.0 0.0
H 0.933567 2.691440 2.508302 0.0 0.0 0.0
H 2.105540 -0.102456 1.997482 0.0 0.0 0.0
H 1.602127 0.544184 3.552796 -0.1 0.1 0.0
H -1.096520 1.039909 3.615959 0.0 0.0 0.0
H -1.792858 -0.430959 2.863689 0.0 0.0 0.0
H -0.497562 -0.583444 4.074466 0.0 0.0 0.0
C 5.339110 -5.279440 -1.436642 0.0 0.0 0.0
C 4.209543 -4.449487 -0.904660 0.0 0.1 0.0
C 3.256529 -4.980949 -0.039898 0.0 0.0 0.0
C 2.190020 -4.224657 0.403411 0.0 0.1 0.0
C 2.041385 -2.887314 0.035523 0.1 -0.2 -0.2
N 0.937825 -2.122846 0.466363 0.0 0.6 -0.1
C 0.000363 -2.681432 1.386698 0.0 0.0 0.1
C 0.380073 -2.990661 2.700491 0.0 0.0 0.0
C -0.527222 -3.489742 3.607235 0.0 0.0 0.0
C -1.880095 -3.653425 3.274951 0.0 0.0 0.0
C -2.870286 -4.165303 4.276745 0.0 0.0 0.0
C -2.274953 -3.317293 1.988683 0.1 0.0 0.0
C -1.347813 -2.868679 1.044221 -0.1 0.0 0.2
N -1.802710 -2.701150 -0.296202 0.1 0.0 -0.2
C -2.621377 -3.494918 -1.005070 0.1 0.0 0.0
C -2.730761 -2.966680 -2.276786 0.0 0.0 0.0
C -1.936132 -1.831204 -2.266532 0.0 -0.1 0.0
N -1.376166 -1.658515 -1.056949 0.1 0.3 0.2
C 2.999019 -2.345139 -0.831357 0.0 -0.2 0.1
C 4.048461 -3.128960 -1.301884 0.0 0.0 0.0
N 2.930015 -0.984864 -1.297744 0.1 0.0 -0.1
C 3.899877 -0.317967 -1.937448 -0.1 0.0 0.1
C 3.379138 0.856101 -2.462020 0.0 0.0 0.0
C 2.057570 0.848955 -2.084800 0.0 0.0 0.1
N 1.771098 -0.263686 -1.363697 -0.2 0.0 0.0
H 5.537594 -6.129609 -0.787792 0.0 0.0 0.0
H 6.254444 -4.696291 -1.525975 0.0 0.0 0.0
H 5.092369 -5.666860 -2.426802 0.0 0.0 0.0
H 3.338465 -6.012510 0.276843 0.0 0.0 0.0
H 1.453113 -4.687324 1.044220 0.0 0.0 0.0
H 1.420660 -2.867616 2.976993 0.0 0.0 0.0
H -0.193122 -3.759481 4.601237 0.0 0.0 0.0
H -2.374005 -4.551521 5.163712 0.0 0.0 0.0
H -3.478947 -4.961890 3.849865 0.0 0.0 0.0
H -3.547954 -3.368234 4.587965 0.0 0.0 0.0
H -3.312367 -3.427209 1.696436 0.0 0.0 0.0
H -3.047339 -4.380493 -0.562759 0.0 0.0 0.0
H -3.298856 -3.365370 -3.098870 0.0 0.0 0.0
H -1.721183 -1.159077 -3.080537 0.0 0.0 0.0
H 4.752201 -2.729863 -2.018458 0.0 0.0 0.0
H 4.902208 -0.705355 -1.984832 0.0 0.0 0.0
H 3.904888 1.597863 -3.037374 0.0 0.0 0.0
H 1.290240 1.586149 -2.270615 0.0 0.0 0.0
```
Positions in Å, forces in eV/Å.

Calculated values
Multiplicity: 1
Gap between HOMO and LUMO (Ha): 0.25626
Charge: +3
HOMO (eV): -16.08

Atomic partial charges in e from the natural (NBO) method, atoms 1 to 2: 2.54 -0.24